C3H10N2S in the gas phase in a non-equilibrium geometry. Source: the OMol25 dataset; level of theory: ωB97M-V/def2-TZVPD.

Values from the calculation:
- Energy above the lowest of the compared OMol25 structures with the same formula, charge and spin: 45.90 kJ/mol
- Lowest unoccupied orbital energy: 0.9 eV
- Kohn-Sham gap: 9.728 eV
- E_HOMO: -8.797 eV
- SMILES: NC[C@H](N)CS

Last column: natural (NBO) charge in e.
Atoms and positions in Å:
N (1.608, -1.099, -0.310)  -0.88
C (1.372, 0.099, 0.481)  -0.20
C (-0.154, 0.305, 0.589)  -0.11
N (-0.677, -0.998, 1.010)  -0.84
C (-0.689, 0.829, -0.680)  -0.51
S (-2.548, 0.809, -0.564)  -0.09
H (1.388, -1.896, 0.283)  0.38
H (2.408, -1.222, -0.874)  0.37
H (1.802, 0.100, 1.502)  0.18
H (1.850, 0.908, -0.071)  0.19
H (-0.239, 1.098, 1.363)  0.20
H (-1.601, -0.903, 1.457)  0.37
H (-0.939, -1.468, 0.096)  0.37
H (-0.399, 0.199, -1.611)  0.23
H (-0.350, 1.850, -0.931)  0.22
H (-2.833, 1.388, -1.738)  0.13